[1]
Entry from OMol25: a molecular structure, C21H41BrCl2GeN2ORuSSeSi in a non-equilibrium geometry (ωB97M-V with the def2-TZVPD basis set).

gap between HOMO and LUMO (spin up / spin down): 5.49 / 6.01 eV
E_HOMO (spin up / spin down): -10.437 / -10.534 eV
multiplicity: 2
net charge: +1
E_tot: -265706.9860 eV

Cartesian coordinates (Å):
Ru -0.58 -0.25 -0.73
O 2.31 -0.08 5.11
C 1.61 0.02 3.98
C 0.23 0.23 3.93
C -0.39 0.36 2.71
N 0.25 0.26 1.53
C 1.57 0.06 1.60
Br 2.44 -0.01 -0.10
C 2.30 -0.05 2.76
H 1.74 -0.02 5.89
H -0.35 0.29 4.84
H -1.46 0.56 2.65
H 3.36 -0.19 2.74
S -0.21 1.22 -5.23
C -0.59 0.74 -3.76
N -0.90 0.39 -2.68
Cl -4.23 0.48 -2.12
C -4.27 0.56 -0.35
Cl -2.69 1.10 0.25
H -4.47 -0.43 0.05
H -5.01 1.29 -0.04
C 0.45 4.53 2.83
Ge 0.98 5.28 1.07
C 0.67 7.24 0.95
C 2.89 4.90 0.69
C -0.25 4.31 -0.24
Se 0.48 2.54 -0.52
C 1.41 2.93 -2.17
H 1.17 4.81 3.60
H 0.41 3.44 2.78
H -0.52 4.90 3.12
H 1.29 7.75 1.69
H -0.36 7.49 1.13
H 0.95 7.60 -0.03
H 3.49 5.25 1.53
H 3.23 5.42 -0.20
H 3.09 3.83 0.56
H -0.37 4.80 -1.20
H -1.24 4.20 0.22
H 2.12 3.74 -1.98
H 0.68 3.23 -2.92
H 1.93 2.04 -2.48
C 0.97 -3.35 0.95
Si -0.05 -2.70 -0.57
C -1.95 -3.22 -0.19
C -2.39 -2.55 1.11
C -2.08 -4.73 -0.04
C -2.84 -2.73 -1.33
C 0.86 -3.39 -2.19
C 1.12 -4.89 -2.01
C 2.19 -2.68 -2.38
C 0.01 -3.17 -3.44
H 0.90 -4.43 1.02
H 0.62 -2.93 1.88
H 2.02 -3.09 0.85
H -1.83 -2.93 1.96
H -3.44 -2.75 1.29
H -2.24 -1.46 1.06
H -1.44 -5.10 0.75
H -1.83 -5.24 -0.97
H -3.11 -4.99 0.21
H -2.68 -1.66 -1.53
H -3.89 -2.88 -1.09
H -2.64 -3.26 -2.25
H 1.77 -5.07 -1.17
H 1.61 -5.28 -2.90
H 0.19 -5.44 -1.87
H 2.82 -2.76 -1.49
H 2.05 -1.62 -2.61
H 2.74 -3.13 -3.21
H -0.90 -3.77 -3.42
H 0.58 -3.45 -4.33
H -0.28 -2.12 -3.54

Mulliken atomic charge list, values in e, 4 entries: Ru 0.294; O -0.516; C 0.805; C -0.783

***

[2]
Entry from OMol25: a single C2H8NPS molecule in a non-equilibrium geometry (ωB97M-V with the def2-TZVPD basis set).

gap between HOMO and LUMO: 8.49 eV
E_HOMO: -7.800 eV
E_tot: -23816.6235 eV
SMILES: C=[P@](C)(N)S

Cartesian coordinates (Å):
C 0.74 -0.33 -1.46
C -0.98 1.01 0.22
N 1.42 0.22 1.09
P 0.19 -0.26 0.10
S -0.86 -1.86 1.25
H 1.40 -1.09 -1.58
H -0.16 -0.14 -2.19
H -1.65 1.02 1.11
H -0.47 2.09 0.25
H -1.48 0.95 -0.80
H 2.36 -0.16 0.76
H 1.19 0.06 2.10
H -0.15 -2.96 0.71

natural (NBO) atomic charge list, values in e, 4 entries: C -1.173; C -1.052; N -1.190; P 1.617

***

[3]
Entry from OMol25: a molecular structure, C23H33BrGeN5O2V in a non-equilibrium geometry (ωB97M-V with the def2-TZVPD basis set).

gap between HOMO and LUMO (spin up / spin down): 7.21 / 7.03 eV
E_HOMO (spin up / spin down): -10.794 / -10.828 eV
multiplicity: 2
net charge: +1
E_tot: -188171.3967 eV

Cartesian coordinates (Å):
V 0.42 0.43 0.17
C -0.40 3.95 0.96
C -1.34 3.04 0.15
N -0.60 2.15 -0.74
C 0.25 2.83 -1.73
C 1.65 2.18 -1.82
N 2.05 1.49 -0.58
C 2.81 2.30 0.37
C 2.06 3.55 0.86
N 0.76 3.20 1.41
H -0.96 4.34 1.81
H -0.10 4.82 0.37
H -2.05 3.67 -0.41
H -1.89 2.40 0.84
H -1.30 1.59 -1.23
H 0.34 3.87 -1.44
H -0.20 2.81 -2.73
H 2.39 2.96 -2.08
H 1.65 1.45 -2.64
H 2.69 0.74 -0.86
H 3.77 2.63 -0.07
H 3.04 1.66 1.23
H 1.94 4.25 0.03
H 2.70 4.04 1.60
H 0.81 3.17 2.42
C -3.24 0.60 2.29
Ge -1.61 -0.36 2.88
C -1.84 -2.31 2.56
C -1.26 -0.03 4.82
C -0.09 0.42 1.91
H -4.08 0.24 2.87
H -3.43 0.37 1.24
H -3.16 1.67 2.43
H -2.88 -2.54 2.77
H -1.21 -2.91 3.20
H -1.66 -2.56 1.52
H -2.06 -0.43 5.43
H -1.19 1.03 5.02
H -0.33 -0.50 5.13
H 0.59 0.94 2.59
Br -0.11 -2.98 -6.83
C -0.66 -2.38 -5.11
C -1.62 -3.09 -4.39
C -1.96 -2.68 -3.12
C -1.35 -1.56 -2.55
C -0.43 -0.84 -3.30
C -0.08 -1.24 -4.57
C -1.68 -1.19 -1.13
O -2.69 -1.58 -0.57
O -0.80 -0.45 -0.56
H -2.08 -3.96 -4.83
H -2.69 -3.22 -2.55
H 0.01 0.06 -2.89
H 0.63 -0.67 -5.16
N 2.65 -6.44 0.35
C 2.37 -5.33 0.38
C 2.06 -3.95 0.41
C 1.75 -3.29 1.60
C 1.48 -1.94 1.58
N 1.44 -1.21 0.45
C 1.74 -1.85 -0.70
C 2.05 -3.19 -0.77
H 1.72 -3.84 2.53
H 1.24 -1.41 2.49
H 1.72 -1.27 -1.61
H 2.25 -3.66 -1.72

natural (NBO) atomic charge list, values in e, 4 entries: V 1.133; C -0.229; C -0.221; N -0.633

***

[4]
Entry from OMol25: a molecular structure, C17H17F9N2ORe in a non-equilibrium geometry (ωB97M-V with the def2-TZVPD basis set).

gap between HOMO and LUMO (spin up / spin down): 8.23 / 7.65 eV
E_HOMO (spin up / spin down): -16.616 / -17.032 eV
multiplicity: 4
net charge: +2
E_tot: -49502.0224 eV

Cartesian coordinates (Å):
C -2.02 0.96 3.15
C -1.86 -0.51 3.13
H -1.00 1.41 3.19
H -2.69 1.31 3.94
H -2.32 1.24 2.08
H -2.05 -0.89 2.08
H -0.84 -0.84 3.30
H -2.60 -0.98 3.72
C -0.33 2.65 -0.95
C 0.08 3.46 -2.01
C 0.38 2.88 -3.25
C 0.29 1.51 -3.44
H -0.57 2.98 0.06
H 0.16 4.52 -1.82
H 0.72 3.50 -4.08
H 0.53 0.98 -4.36
N -0.45 1.31 -1.19
C -0.13 0.71 -2.38
C -0.25 -0.74 -2.40
N -0.64 -1.32 -1.21
C -0.73 -2.67 -1.01
C -0.14 -2.95 -3.33
C -0.50 -3.50 -2.10
H -1.00 -2.99 0.00
H -0.60 -4.57 -1.94
C 0.01 -1.57 -3.49
H 0.31 -1.05 -4.39
H 0.06 -3.58 -4.21
Re -1.14 0.02 0.13
C -3.15 0.10 -0.35
H -3.55 -0.92 -0.51
H -3.26 0.68 -1.29
H -3.75 0.59 0.45
F 1.72 1.92 2.86
C 2.09 0.62 2.99
F 3.35 0.56 3.47
F 1.24 0.06 3.89
C 1.96 -0.12 1.62
O 0.62 -0.06 1.24
C 2.86 0.59 0.58
F 4.12 0.82 1.06
F 2.91 -0.08 -0.60
F 2.30 1.79 0.28
C 2.39 -1.61 1.75
F 3.69 -1.72 2.12
F 1.61 -2.23 2.66
F 2.20 -2.26 0.57

natural (NBO) atomic charge list, values in e, 4 entries: C -0.591; C -0.530; H 0.236; H 0.278

***

[5]
Entry from OMol25: 2 unconnected molecules or ions with the total composition C3H7NO in a non-equilibrium geometry (ωB97M-V with the def2-TZVPD basis set).

gap between HOMO and LUMO (spin up / spin down): 2.53 / 2.35 eV
E_HOMO (spin up / spin down): -12.524 / -12.334 eV
multiplicity: 2
net charge: +1
E_tot: -6746.8944 eV

Cartesian coordinates (Å):
C 3.37 -0.45 0.12
N 2.17 0.32 0.27
C -2.82 0.65 -0.76
C -3.35 -0.26 0.18
O -4.51 -0.51 0.51
H 3.14 -1.40 -0.48
H 3.58 0.42 -0.43
H 3.98 -0.83 0.98
H 2.24 0.86 1.12
H -1.74 0.68 -0.84
H -3.49 1.34 -1.35
H -2.55 -0.80 0.68

natural (NBO) atomic charge list, values in e, 4 entries: C -0.434; N 0.055; C -0.248; C 0.235

***

[6]
Entry from OMol25: a molecular structure, C7H10 (ωB97M-V with the def2-TZVPD basis set).

gap between HOMO and LUMO (spin up / spin down): 7.48 / 7.75 eV
E_HOMO (spin up / spin down): -7.328 / -7.523 eV
E_tot: -7413.4424 eV

Cartesian coordinates (Å):
C -1.38 -0.82 0.35
C -1.61 1.04 -0.82
C -0.56 0.22 -0.31
C 0.44 -0.70 -1.04
C 0.82 -1.05 0.41
C 1.85 0.91 0.76
C 0.55 0.36 0.92
H -1.85 -1.58 -0.28
H -1.89 -0.62 1.30
H -1.79 1.17 -1.89
H -2.23 1.62 -0.13
H -0.01 -1.49 -1.66
H 1.22 -0.19 -1.62
H 1.56 -1.76 0.78
H 2.37 0.90 -0.20
H 2.41 1.32 1.61
H 0.09 0.50 1.90

natural (NBO) atomic charge list, values in e, 4 entries: C -0.301; C -0.328; C -0.162; C -0.437

***

[7]
Entry from OMol25: a molecular structure, C34H42N4O3P2SSr in a non-equilibrium geometry (ωB97M-V with the def2-TZVPD basis set).

gap between HOMO and LUMO: 6.10 eV
E_HOMO: -7.034 eV
E_tot: -78288.2953 eV

Cartesian coordinates (Å):
Sr 2.41 -1.86 3.91
C 2.87 -2.21 -1.16
C 2.51 -0.98 -0.82
C 1.16 -0.32 -0.91
C 0.09 -0.64 0.16
C -0.30 -2.07 0.36
C -0.03 -3.12 -0.42
C 0.51 -3.07 -1.81
C 2.05 -3.19 -1.94
C 1.00 -4.01 3.53
H 3.88 -2.55 -0.93
H 3.22 -0.38 -0.24
H 0.72 -0.47 -1.91
H 1.37 0.75 -0.80
H 0.41 -0.20 1.13
H -0.83 -0.08 -0.11
H -0.72 -2.27 1.36
H -0.24 -4.13 -0.05
H 0.17 -2.18 -2.35
H 0.09 -3.95 -2.33
H 2.35 -4.21 -1.64
H 2.29 -3.10 -3.01
H 1.73 -4.84 3.41
H 0.39 -3.99 2.61
H 0.33 -4.31 4.36
P -3.77 2.95 -0.36
P -1.01 4.27 -1.03
N -4.89 1.82 -1.14
N -5.16 3.80 0.49
N -0.55 3.68 -2.64
N 0.05 5.71 -1.13
C -3.73 4.16 -1.81
C -2.56 5.15 -1.65
C -4.55 0.47 -1.25
C -5.49 -0.17 -2.04
C -6.45 0.81 -2.44
C -6.05 2.02 -1.89
C -5.19 3.86 1.89
C -6.27 4.65 2.29
C -6.93 5.10 1.10
C -6.22 4.58 0.02
C 0.02 2.41 -2.76
C 0.18 2.11 -4.10
C -0.33 3.22 -4.85
C -0.78 4.16 -3.93
C 0.38 6.57 -2.19
C 1.03 7.69 -1.68
C 1.08 7.54 -0.26
C 0.47 6.33 0.05
H -4.67 4.71 -1.94
H -3.60 3.55 -2.72
H -2.41 5.70 -2.59
H -2.81 5.91 -0.89
H -3.66 0.11 -0.76
H -5.49 -1.22 -2.32
H -7.33 0.65 -3.06
H -6.51 2.99 -1.98
H -4.44 3.34 2.46
H -6.55 4.88 3.31
H -7.80 5.73 1.04
H -6.41 4.72 -1.03
H 0.24 1.86 -1.86
H 0.60 1.19 -4.50
H -0.36 3.31 -5.93
H -1.23 5.12 -4.11
H 0.14 6.32 -3.21
H 1.41 8.52 -2.26
H 1.52 8.23 0.44
H 0.30 5.84 0.99
C 6.16 -9.38 3.20
C 5.80 -7.93 3.31
C 5.83 -7.29 4.55
C 5.50 -5.94 4.68
C 5.15 -5.21 3.54
C 5.11 -5.83 2.29
C 5.44 -7.18 2.18
S 4.81 -3.46 3.69
O 3.94 -3.32 4.91
O 6.06 -2.75 3.74
O 3.93 -3.12 2.52
H 7.17 -9.58 3.56
H 5.48 -10.00 3.80
H 6.09 -9.72 2.16
H 6.12 -7.87 5.43
H 5.53 -5.46 5.66
H 4.83 -5.25 1.41
H 5.42 -7.66 1.21

Mulliken atomic charge list, values in e, 4 entries: Sr 1.508; C -0.647; C -0.505; C -0.374

***

[8]
Entry from OMol25: 2 unconnected molecules or ions with the total composition BrClINO in a non-equilibrium geometry (ωB97M-V with the def2-TZVPD basis set).

gap between HOMO and LUMO: 8.34 eV
E_HOMO: -10.057 eV
E_tot: -94200.4575 eV
SMILES: O=NBr.ClI

Cartesian coordinates (Å):
N -1.15 -1.77 -0.69
O -0.66 -0.78 -0.98
Cl 2.37 3.34 0.36
Br -1.56 -2.21 1.21
I 1.00 1.41 0.11

natural (NBO) atomic charge list, values in e, 4 entries: N 0.238; O -0.184; Cl -0.265; Br -0.039

***

[9]
Entry from OMol25: a single ClI2P molecule in a non-equilibrium geometry (ωB97M-V with the def2-TZVPD basis set).

gap between HOMO and LUMO: 7.91 eV
E_HOMO: -9.495 eV
E_tot: -38013.5263 eV
SMILES: ClP(I)I

Cartesian coordinates (Å):
P 0.26 0.20 -0.67
Cl -0.80 -0.64 0.70
I -0.36 2.58 0.07
I 2.81 -0.24 0.07

The computed natural (NBO) charges, all in e, follow: P 0.521; Cl -0.231; I -0.121; I -0.169

***

[10]
Entry from OMol25: a molecular structure, C33H28BrCsF15Ge2N3O3S2 (ωB97M-V with the def2-TZVPD basis set).

gap between HOMO and LUMO: 5.07 eV
E_HOMO: -1.844 eV
net charge: -2
E_tot: -291345.5321 eV

Cartesian coordinates (Å):
Cs -0.12 -1.15 -1.20
C -1.82 1.73 -4.41
C -2.38 0.55 -3.64
C -3.90 0.50 -3.74
O -2.00 0.66 -2.26
C -1.83 -0.80 -4.21
O -1.75 -0.85 -5.45
O -1.57 -1.70 -3.37
H -2.24 2.67 -4.04
H -2.06 1.62 -5.47
H -0.73 1.77 -4.31
H -4.34 1.44 -3.36
H -4.29 -0.33 -3.14
H -4.21 0.37 -4.77
H -2.28 1.53 -1.95
C 1.63 -0.38 5.31
C 1.82 -1.27 4.11
C 2.90 -2.14 4.00
C 3.07 -2.90 2.86
C 2.11 -2.76 1.85
Br 2.27 -3.69 0.20
N 1.07 -1.96 1.94
C 0.94 -1.23 3.05
H 1.95 -0.87 6.23
H 0.59 -0.08 5.41
H 2.22 0.54 5.20
H 3.62 -2.21 4.81
H 3.90 -3.58 2.73
H 0.08 -0.56 3.07
N 0.04 -5.80 -1.50
C -1.25 -5.48 -1.62
N -1.54 -4.46 -2.45
S -2.48 -6.31 -0.79
H 0.83 -5.24 -1.94
H 0.24 -6.53 -0.85
H -0.84 -3.90 -2.91
H -2.49 -4.14 -2.53
C 1.64 -6.70 -4.85
Ge 2.99 -5.58 -3.95
C 4.06 -6.80 -2.81
C 4.25 -5.05 -5.41
C 2.19 -4.22 -2.89
H 2.11 -7.49 -5.45
H 1.04 -6.08 -5.52
H 0.97 -7.16 -4.12
H 4.46 -7.64 -3.39
H 3.42 -7.21 -2.02
H 4.89 -6.28 -2.33
H 4.64 -5.91 -5.95
H 5.08 -4.48 -5.00
H 3.71 -4.41 -6.11
H 1.56 -3.57 -3.52
H 2.98 -3.58 -2.47
F -2.75 1.30 0.69
C -3.24 2.31 1.42
C -2.39 3.22 2.02
C -3.00 4.26 2.70
F -2.26 5.22 3.28
C -4.37 4.38 2.82
F -4.93 5.40 3.49
C -5.19 3.43 2.22
F -6.51 3.53 2.33
C -4.62 2.39 1.52
F -5.41 1.49 0.93
Ge -0.40 3.15 1.84
S 0.59 1.59 0.88
C 0.28 3.33 3.72
C 1.58 3.77 3.91
F 2.31 4.17 2.86
C 2.19 3.84 5.15
F 3.44 4.28 5.28
C 1.48 3.43 6.26
F 2.05 3.47 7.47
C 0.20 2.95 6.12
F -0.48 2.52 7.20
C -0.38 2.90 4.86
F -1.62 2.39 4.80
C -0.22 4.96 0.98
C 0.19 6.15 1.55
F 0.51 6.23 2.85
C 0.28 7.34 0.84
F 0.68 8.47 1.43
C -0.08 7.35 -0.50
F 0.00 8.49 -1.20
C -0.52 6.19 -1.10
F -0.89 6.22 -2.39
C -0.59 5.03 -0.35
F -1.07 3.94 -0.97

Mulliken atomic charge list, values in e, 4 entries: Cs 1.073; C -1.817; C 1.883; C -1.900

***

[11]
Entry from OMol25: a gas-phase ion, C6H13N2 (charge +1) in a non-equilibrium geometry (ωB97M-V with the def2-TZVPD basis set).

gap between HOMO and LUMO: 9.63 eV
E_HOMO: -13.059 eV
net charge: +1
E_tot: -9401.1028 eV
SMILES: CN(C)[NH2+]CC1=CC1

Cartesian coordinates (Å):
C -1.79 0.27 0.15
C -0.89 1.39 -0.17
C -2.77 -0.70 -0.28
C -2.07 -0.62 1.03
C 1.70 0.28 1.23
C 1.75 -1.12 -0.77
N 0.42 0.87 -0.74
N 1.01 -0.20 0.08
H -0.67 2.01 0.73
H -1.19 1.98 -0.94
H -3.74 -0.56 -0.31
H -2.35 -1.44 -1.09
H -2.15 -1.16 1.95
H 2.12 1.24 1.23
H 1.21 0.08 2.26
H 2.53 -0.37 1.26
H 2.21 -2.00 -0.16
H 1.08 -1.51 -1.45
H 2.43 -0.60 -1.40
H 0.09 0.54 -1.63
H 1.08 1.61 -1.00

natural (NBO) atomic charge list, values in e, 4 entries: C -0.073; C -0.231; C -0.383; C -0.075

***

[12]
Entry from OMol25: a single C23H19N3O3 molecule (ωB97M-V with the def2-TZVPD basis set).

gap between HOMO and LUMO: 8.20 eV
E_HOMO: -7.888 eV
E_tot: -34773.0842 eV
SMILES: COc1cccc(N2C(=O)/C(=C\NCc3ccccn3)c3ccccc3C2=O)c1

Cartesian coordinates (Å):
C 4.70 2.14 2.57
H 5.39 2.69 3.19
O 4.98 2.54 1.25
C 4.29 1.94 0.23
C 3.28 1.01 0.41
C 2.66 0.45 -0.70
C 3.03 0.81 -1.99
C 4.03 1.75 -2.15
C 4.66 2.31 -1.06
H 5.45 3.04 -1.18
H 4.33 2.05 -3.15
H 2.54 0.36 -2.84
N 1.64 -0.54 -0.51
C 0.37 -0.22 -0.95
C -0.67 -1.22 -0.80
C -1.96 -0.87 -1.14
N -2.31 0.28 -1.69
C -3.68 0.72 -1.83
C -4.20 1.30 -0.53
N -5.30 0.74 -0.05
C -5.80 1.20 1.09
C -5.21 2.23 1.81
C -4.05 2.80 1.31
C -3.53 2.33 0.12
H -2.63 2.75 -0.30
H -3.56 3.60 1.84
H -5.65 2.57 2.74
H -6.70 0.71 1.43
H -3.72 1.47 -2.62
H -4.31 -0.13 -2.10
H -2.77 -1.57 -0.96
C -0.34 -2.51 -0.25
C -1.25 -3.57 -0.15
C -0.89 -4.78 0.40
C 0.41 -4.99 0.86
C 1.33 -3.98 0.76
C 0.97 -2.75 0.20
C 2.02 -1.73 0.10
O 3.16 -1.89 0.50
H 2.35 -4.10 1.09
H 0.69 -5.95 1.29
H -1.62 -5.58 0.47
H -2.26 -3.45 -0.50
O 0.17 0.91 -1.41
H -1.53 0.94 -1.78
H 2.96 0.69 1.39
H 3.67 2.40 2.85
H 4.86 1.07 2.71

natural (NBO) atomic charge list, values in e, 4 entries: C -0.253; H 0.199; O -0.493; C 0.311